14
Properties=species:S:1:pos:R:3:forces:R:3:lowdin_charge:R:1 method="wB97M-V/def2-TZVPD" e_above_lowest_kcal_mol=54.06 energy_ha=-270.471751 fmax_ev_per_a=0.2 smiles="C1=COC=CC1.[H][H]" homo_lumo_gap_ev=9.65
C -1.151506 0.754493 -0.586711 0.005 -0.065 -0.035 -0.08
C -0.871675 -0.501963 -0.909484 -0.170 0.070 0.002 -0.15
O 0.364287 -1.073802 -0.730095 0.007 0.092 -0.042 -0.10
C 1.165073 -0.447037 0.193577 0.098 0.080 0.145 -0.16
C 0.995549 0.812885 0.574964 0.033 -0.072 -0.036 -0.08
C -0.059708 1.667987 -0.084027 -0.009 0.017 0.011 -0.18
H -2.170279 1.115185 -0.690906 0.170 -0.064 -0.067 0.10
H -1.577457 -1.219740 -1.315102 0.074 0.160 0.051 0.12
H 1.917698 -1.125397 0.582486 -0.106 0.154 -0.053 0.12
H 1.626253 1.219393 1.359916 -0.041 -0.074 -0.176 0.10
H 0.380672 2.224781 -0.925991 -0.077 -0.019 0.139 0.12
H -0.454111 2.421927 0.605536 0.035 -0.156 -0.051 0.11
H -0.274629 -2.862089 0.730084 0.056 -0.073 0.091 0.04
H 0.096163 -3.109246 1.324597 -0.076 -0.050 0.021 0.05


21
Properties=species:S:1:pos:R:3:forces:R:3:lowdin_charge:R:1 method="wB97M-V/def2-TZVPD" energy_ha=-869.390715 charge=-1 fmax_ev_per_a=4.5 homo_lumo_gap_ev=3.48
C 0.703543 1.636943 -1.518717 -1.659 -0.016 0.180 -0.24
C 0.927710 2.893823 -0.875082 -0.618 -0.996 -0.107 -0.22
C -0.338182 3.452744 -0.523421 0.330 -0.792 -0.757 -0.22
C -1.360072 2.597171 -1.001885 0.524 -1.128 0.037 -0.23
C -0.757125 1.428136 -1.586413 1.297 0.782 0.123 -0.25
Mg -0.141408 -1.658367 -1.289765 -1.193 0.025 -1.864 -0.08
P 2.274615 -1.884168 -0.786918 1.171 0.012 0.159 0.52
H 1.447435 0.935865 -1.930457 -0.287 0.554 0.134 0.02
H 1.914183 3.304489 -0.672034 -0.224 0.042 0.044 0.05
H -0.488041 4.378198 0.008204 -0.031 0.197 0.000 0.05
H -1.279823 0.597651 -2.114700 0.408 0.836 0.333 -0.01
H -2.439826 2.730062 -0.914427 0.319 0.125 0.059 0.05
H 2.678630 -1.982995 0.576813 0.389 -0.176 0.137 -0.17
H 3.274120 -0.969263 -1.250859 -0.207 -0.290 0.098 -0.13
H 2.866135 -3.095015 -1.274398 -0.275 0.600 0.310 -0.13
C -1.686840 -2.513733 2.976450 -0.375 -0.088 0.798 -0.08
C -1.279930 -2.156299 1.648783 1.348 1.115 -3.596 -0.24
N -0.936351 -1.887648 0.553549 -0.931 -0.603 4.324 0.05
H -0.815359 -2.510735 3.648443 -0.324 0.007 -0.263 0.09
H -2.138643 -3.513364 2.978079 0.034 0.080 0.017 0.08
H -2.424770 -1.783496 3.348756 0.305 -0.288 -0.165 0.10


151
Properties=species:S:1:pos:R:3:forces:R:3:lowdin_charge:R:1 method="wB97M-V/def2-TZVPD" energy_ha=-3299.720886 fmax_ev_per_a=0.9 smiles="CC[C@H](C)[Si@@H](CCCCCOC(C)=O)COO.CN(C)C=O.CN(C)C=O.CN(C)C=O.CN(C)C=O.CN(C)C=O.CN(C)C=O.CN(C)C=O.CN(C)C=O.CN(C)C=O" homo_lumo_gap_ev=9.15
C -6.528876 0.400030 5.439318 0.058 -0.318 -0.113 -0.12
C -6.512104 -0.476904 4.178458 0.260 0.001 0.179 -0.28
C -6.027159 0.269322 2.922657 -0.277 0.210 -0.087 -0.45
C -6.848437 1.550214 2.622364 0.067 -0.248 -0.064 -0.11
Si -6.161255 -0.823315 1.402923 -0.236 0.261 0.036 0.70
C -5.618572 0.047070 -0.163596 0.382 -0.229 -0.097 -0.27
C -4.259489 0.766849 -0.060716 0.003 0.079 -0.347 -0.25
C -3.496058 0.720872 -1.399576 -0.474 0.252 0.435 -0.21
C -2.394608 1.768022 -1.506259 0.374 -0.443 -0.316 -0.17
C -1.292149 1.622847 -0.445430 -0.027 0.556 -0.048 -0.16
O -1.098991 0.266390 0.002157 -0.194 -0.070 -0.319 -0.05
C -0.057155 -0.377816 -0.606183 0.785 0.100 0.394 -0.51
C -0.411768 -1.223834 -1.793164 0.033 -0.411 0.138 0.03
O 1.065806 -0.262161 -0.181551 -0.678 -0.129 -0.222 0.11
C -5.210702 -2.460292 1.616143 -0.149 -0.143 -0.022 -0.24
O -4.836401 -2.987059 0.321607 0.324 0.144 0.064 -0.25
O -3.430003 -3.297026 0.310284 -0.154 -0.109 0.176 -0.05
H -5.658123 1.059846 5.453810 -0.171 0.071 0.043 0.07
H -6.487258 -0.218617 6.339458 -0.073 0.005 -0.055 0.07
H -7.435401 1.001830 5.495102 0.149 0.120 0.022 0.06
H -7.505694 -0.910106 4.012377 0.075 0.014 -0.021 0.11
H -5.830834 -1.318442 4.360512 -0.137 -0.005 -0.077 0.10
H -4.983941 0.568537 3.080805 -0.008 -0.077 0.053 0.11
H -7.716753 1.321347 1.991044 -0.001 0.090 0.132 0.06
H -7.211699 2.011873 3.541074 0.077 0.083 -0.049 0.06
H -6.240768 2.285930 2.088894 -0.083 -0.042 0.032 0.07
H -7.605618 -1.156108 1.264998 0.029 -0.087 -0.014 0.02
H -5.514043 -0.735712 -0.927364 -0.163 0.022 0.073 0.05
H -6.397689 0.722896 -0.524794 0.038 0.002 0.043 0.08
H -3.638467 0.323466 0.725764 0.037 0.098 0.006 0.10
H -4.413170 1.819721 0.204325 -0.012 -0.123 0.157 0.11
H -4.230625 0.893232 -2.194350 0.176 -0.056 -0.041 0.12
H -3.092888 -0.285809 -1.531009 -0.021 0.042 -0.138 0.08
H -2.832280 2.769001 -1.442567 0.101 -0.038 0.109 0.12
H -1.932367 1.703616 -2.499898 -0.123 -0.015 0.070 0.11
H -1.523739 2.232271 0.428773 -0.023 -0.281 0.124 0.13
H -0.338978 1.991115 -0.837994 -0.051 0.049 0.095 0.12
H -0.549619 -0.589181 -2.672539 -0.067 -0.010 0.074 0.10
H 0.397712 -1.930948 -1.978032 -0.042 0.165 -0.074 0.09
H -1.331854 -1.784317 -1.614190 -0.009 0.146 -0.067 0.07
H -5.867497 -3.186075 2.109621 0.262 0.077 0.056 0.05
H -4.318379 -2.366653 2.239256 -0.019 0.080 -0.024 0.10
H -3.011507 -2.426545 0.415999 -0.099 0.016 -0.118 0.09
C -5.828071 -6.357162 0.247618 0.186 0.060 0.107 -0.06
N -5.876748 -5.996295 1.648188 -0.101 -0.067 -0.027 -0.19
C -4.759766 -6.335684 2.512370 -0.056 0.057 0.018 -0.03
C -6.922837 -5.335725 2.180158 -0.045 -0.081 -0.090 -0.38
O -6.998593 -4.988872 3.343008 -0.003 0.003 0.081 0.01
H -5.747117 -7.439749 0.126737 -0.020 -0.001 -0.021 0.09
H -4.967108 -5.880119 -0.225447 -0.030 -0.014 -0.053 0.07
H -6.732853 -6.014764 -0.251078 -0.022 0.011 0.017 0.08
H -5.091404 -6.975845 3.330242 0.015 -0.001 0.008 0.09
H -4.326351 -5.433432 2.944899 0.027 -0.002 -0.002 0.09
H -4.003510 -6.854446 1.928598 0.003 0.007 -0.017 0.09
H -7.717031 -5.120364 1.444345 0.000 -0.019 0.002 0.14
C 3.541791 1.521416 -1.103951 -0.058 0.238 -0.330 -0.06
N 4.131578 1.622196 -2.431737 -0.028 -0.047 0.080 -0.18
C 3.299980 2.060812 -3.538389 0.063 -0.055 -0.003 -0.04
C 5.415450 1.330283 -2.681823 0.045 0.008 -0.006 -0.35
O 5.930900 1.371925 -3.787912 0.007 0.004 0.032 -0.01
H 2.710137 0.819147 -1.121392 0.074 0.000 0.081 0.06
H 3.189729 2.503052 -0.782347 0.032 -0.036 0.121 0.08
H 4.284324 1.176366 -0.388597 0.061 0.025 -0.016 0.08
H 3.257765 1.296218 -4.315462 -0.017 0.016 -0.015 0.09
H 3.706012 2.968288 -3.985528 -0.015 0.004 -0.017 0.09
H 2.296476 2.259004 -3.168762 -0.004 0.004 0.018 0.08
H 5.979414 1.040862 -1.780974 0.005 0.020 0.020 0.13
C -8.595708 4.952673 8.718523 0.129 -0.007 -0.002 -0.06
N -7.408422 4.521993 8.011046 -0.040 0.049 0.079 -0.20
C -6.100531 4.768430 8.594378 -0.020 -0.038 -0.069 -0.04
C -7.468761 3.893810 6.820751 -0.030 -0.050 -0.048 -0.35
O -6.499639 3.512119 6.195436 0.020 0.087 -0.011 0.01
H -8.586047 6.034576 8.865490 -0.038 0.003 0.009 0.09
H -8.660195 4.468377 9.694964 -0.037 0.007 0.006 0.09
H -9.479559 4.688699 8.141333 -0.007 -0.006 -0.011 0.08
H -5.496594 5.385371 7.928705 0.019 0.001 0.014 0.09
H -5.571183 3.828744 8.753284 0.019 0.009 0.009 0.09
H -6.225841 5.278574 9.546208 -0.014 0.005 0.008 0.08
H -8.501911 3.749878 6.459520 0.000 0.012 0.006 0.13
C 7.086727 -0.130074 -6.338278 -0.179 -0.208 -0.144 -0.05
N 7.265169 -1.433707 -6.961032 -0.015 0.130 0.002 -0.20
C 6.110311 -2.102610 -7.533720 0.112 -0.032 -0.011 -0.05
C 8.457118 -2.050125 -7.027707 0.066 -0.016 -0.002 -0.37
O 8.646070 -3.140184 -7.538047 -0.018 -0.001 -0.005 0.00
H 6.382983 -0.198207 -5.512218 0.026 0.118 0.059 0.07
H 6.695037 0.579699 -7.069428 0.004 0.084 0.073 0.08
H 8.035057 0.239001 -5.955199 0.028 -0.039 0.004 0.09
H 5.945751 -3.065145 -7.047575 -0.020 -0.008 -0.014 0.09
H 6.274149 -2.291794 -8.595862 -0.054 -0.036 -0.004 0.09
H 5.231283 -1.475017 -7.407867 0.018 0.043 0.005 0.09
H 9.270444 -1.464733 -6.565905 -0.005 0.008 0.002 0.13
C 5.979575 0.918177 -12.488866 0.051 0.007 0.118 -0.06
N 5.744531 1.121853 -11.075319 0.077 -0.009 -0.103 -0.20
C 6.834219 0.934602 -10.132663 -0.143 0.037 0.050 -0.04
C 4.540167 1.478383 -10.587162 -0.072 -0.030 0.011 -0.36
O 4.302095 1.646578 -9.407398 0.013 -0.005 0.020 0.01
H 6.306779 -0.105481 -12.681890 -0.006 0.001 -0.036 0.09
H 6.745868 1.604197 -12.855632 -0.008 -0.006 -0.038 0.09
H 5.059161 1.098612 -13.040690 -0.014 0.004 0.000 0.08
H 6.568089 0.164266 -9.408570 0.088 -0.020 0.014 0.07
H 7.019623 1.860017 -9.586045 0.050 -0.021 0.025 0.10
H 7.733575 0.639214 -10.666680 -0.012 -0.015 -0.034 0.09
H 3.773188 1.600317 -11.370953 0.009 0.007 -0.007 0.13
C 3.830235 3.136252 4.467405 -0.116 -0.099 -0.260 -0.07
N 3.602027 3.207204 3.034141 -0.020 -0.003 0.089 -0.19
C 2.580581 2.363663 2.436276 0.070 0.055 -0.033 -0.03
C 4.307231 4.025235 2.235102 0.025 -0.015 -0.010 -0.35
O 4.157238 4.113454 1.029136 -0.033 -0.005 -0.038 0.00
H 4.120332 2.123102 4.750342 0.022 0.029 0.092 0.09
H 2.931059 3.407711 5.018482 0.020 0.009 0.066 0.09
H 4.623316 3.823608 4.745487 0.018 0.033 0.008 0.07
H 3.017663 1.696276 1.693743 -0.033 -0.030 0.017 0.08
H 1.825342 2.973140 1.937831 -0.015 -0.015 -0.008 0.09
H 2.109143 1.770460 3.215447 -0.001 -0.004 0.011 0.09
H 5.055942 4.623653 2.781192 -0.007 0.001 0.003 0.13
C 6.028571 -3.872374 -1.364404 -0.052 0.115 0.025 -0.06
N 5.777315 -2.857121 -0.363183 -0.035 -0.066 -0.123 -0.20
C 4.880337 -1.756229 -0.671657 0.005 -0.101 0.154 -0.04
C 6.350699 -2.888408 0.855458 0.042 -0.007 0.048 -0.36
O 6.169839 -2.054700 1.721256 -0.011 0.016 -0.001 0.01
H 6.468503 -3.430178 -2.260559 0.012 -0.033 -0.015 0.09
H 5.100927 -4.376551 -1.643540 0.017 -0.030 -0.016 0.09
H 6.720207 -4.612796 -0.967480 0.009 -0.005 0.010 0.08
H 5.410233 -0.810383 -0.582103 -0.005 0.039 -0.012 0.06
H 4.044558 -1.741168 0.029203 -0.030 0.052 -0.034 0.10
H 4.501672 -1.867300 -1.685201 0.030 -0.009 -0.020 0.09
H 7.015304 -3.757514 0.998673 -0.004 -0.005 -0.008 0.13
C 7.950363 3.502264 8.248118 -0.097 0.051 0.064 -0.06
N 6.521087 3.726237 8.320358 0.096 0.021 0.043 -0.20
C 5.976402 4.515693 9.412417 -0.038 -0.040 -0.063 -0.04
C 5.669602 3.225346 7.407008 -0.033 -0.058 -0.029 -0.36
O 4.464111 3.387484 7.427460 0.025 0.019 0.022 0.01
H 8.303271 2.979120 9.138869 0.033 -0.011 -0.014 0.09
H 8.484840 4.450497 8.164804 0.032 -0.014 -0.012 0.09
H 8.180841 2.895417 7.374928 -0.004 -0.008 -0.011 0.08
H 5.268666 3.924274 9.993403 -0.005 0.016 0.016 0.09
H 5.447905 5.387099 9.025528 -0.006 0.010 0.020 0.09
H 6.789844 4.841716 10.055636 0.017 -0.003 -0.001 0.09
H 6.175557 2.639904 6.619447 0.004 0.006 0.003 0.13
C -4.849205 -5.205535 -3.241304 -0.023 0.140 0.023 -0.06
N -4.825026 -3.885977 -3.832322 0.092 -0.069 0.158 -0.19
C -4.600363 -2.778409 -2.918888 -0.047 0.008 -0.213 -0.04
C -5.008446 -3.651094 -5.144710 0.005 -0.008 -0.059 -0.36
O -4.993285 -2.547832 -5.653400 0.005 0.022 0.013 0.01
H -5.632529 -5.234476 -2.481204 -0.009 -0.193 -0.018 0.08
H -3.892941 -5.413251 -2.755170 -0.012 -0.094 -0.003 0.09
H -5.039249 -5.971834 -3.990350 -0.028 0.059 -0.062 0.09
H -5.447372 -2.090861 -2.937964 0.025 0.032 0.003 0.10
H -3.704212 -2.221096 -3.199666 -0.017 0.014 0.000 0.09
H -4.487048 -3.189098 -1.920623 0.023 0.145 0.004 0.05
H -5.176420 -4.572203 -5.729626 0.000 -0.010 0.015 0.13